Molecular formula: C4H12NO2S
Method: DFT, wB97M-V/def2-TZVPD

Values from the calculation:
**Energy relative to the best compared isomer or geometry (same formula, charge and spin)**: 3.3447 eV
**HOMO-LUMO gap**: 6.39 eV
**Highest occupied orbital energy**: -3.1 eV
**Total energy**: -20760.7182 eV
**Net charge**: -1
**E_LUMO**: 0.1219 hartree

CARTESIAN COORDINATES (ANGSTROEM)
1 C -1.24 0.01 0.30
2 N -0.46 1.21 0.34
3 C 0.13 1.56 1.64
4 O 0.27 0.55 2.61
5 C -0.93 -0.76 -1.07
6 C 0.14 -1.82 -1.00
7 S 0.61 -2.45 0.61
8 H -1.00 -0.77 1.02
9 H -2.34 -0.02 0.30
10 H 1.30 0.06 -0.44
11 H 1.11 2.03 1.47
12 H -0.53 2.34 2.04
13 H -0.66 0.00 -1.82
14 H -1.91 -1.00 -1.51
15 H 1.02 -1.48 -1.55
16 H -0.27 -2.63 -1.63
17 H 0.63 -0.22 2.16
18 H 2.35 1.28 -1.78
19 H 0.31 1.13 -0.33
20 O 1.50 0.99 -1.35

natural (NBO) population analysis, charges in e, atoms 1 to 4:
1. C -0.272
2. N -0.674
3. C 0.098
4. O -0.755